(1)
57
Properties=species:S:1:pos:R:3 method="wB97M-V/def2-TZVPD" smiles="O=C(Nc1ccnn1C1CCN(CCCc2ccccc2)CC1)c1ccccc1" e_tot_ha=-1225.61940
O -3.68 -0.75 1.29
C -3.87 -0.49 0.12
N -3.20 -1.09 -0.91
C -2.27 -2.13 -0.82
C -2.22 -3.27 -1.60
C -1.08 -3.94 -1.15
N -0.49 -3.27 -0.19
N -1.21 -2.17 0.02
C -0.76 -1.17 0.96
C -0.16 0.03 0.21
C 0.38 1.05 1.23
N 1.33 0.50 2.17
C 0.76 -0.64 2.86
C 0.28 -1.75 1.91
H 1.12 -2.14 1.33
H -0.15 -2.57 2.48
H 1.50 -1.04 3.56
H -0.10 -0.28 3.44
C 2.65 0.27 1.61
C 3.47 1.57 1.62
H 2.99 2.31 0.97
H 3.48 1.97 2.63
C 4.91 1.33 1.13
C 4.93 0.87 -0.29
C 4.71 1.77 -1.33
C 4.69 1.35 -2.64
C 4.89 0.01 -2.95
C 5.11 -0.89 -1.93
C 5.13 -0.47 -0.61
H 5.31 -1.18 0.18
H 5.28 -1.94 -2.16
H 4.87 -0.32 -3.98
H 4.51 2.06 -3.44
H 4.55 2.82 -1.10
H 5.39 0.59 1.78
H 5.46 2.27 1.22
H 3.16 -0.46 2.25
H 2.63 -0.13 0.59
H 0.84 1.88 0.70
H -0.47 1.44 1.81
H 0.65 -0.32 -0.43
H -0.91 0.50 -0.42
H -1.63 -0.84 1.54
H -0.68 -4.88 -1.49
H -2.91 -3.56 -2.37
H -3.58 -0.97 -1.83
C -4.86 0.53 -0.32
C -5.98 0.74 0.49
C -6.93 1.68 0.13
C -6.77 2.42 -1.02
C -5.65 2.24 -1.82
C -4.70 1.30 -1.47
H -3.81 1.19 -2.09
H -5.51 2.84 -2.71
H -7.51 3.16 -1.30
H -7.80 1.82 0.75
H -6.08 0.15 1.39

(2)
22
Properties=species:S:1:pos:R:3 method="wB97M-V/def2-TZVPD" e_tot_ha=-458.51253
C -0.58 0.76 -0.41
C 0.39 1.64 -0.17
C 2.05 -0.19 -0.20
C 1.29 -1.17 -0.99
C 3.11 -0.74 0.63
C -3.25 0.24 1.06
C -2.88 -0.01 -0.38
N -1.61 0.37 -0.86
N 1.69 1.06 0.04
O 0.18 2.90 -0.37
H 0.85 -1.96 -0.43
H 2.03 -1.71 -1.63
H 0.51 -0.81 -1.70
H 2.77 -0.62 1.68
H 4.10 -0.21 0.44
H 3.32 -1.78 0.42
H -2.69 -0.48 1.72
H -2.66 1.22 1.32
H -4.32 0.31 1.23
H -3.66 0.57 -1.03
H -3.16 -1.02 -0.67
H 2.50 1.62 0.30

(3)
9
Properties=species:S:1:pos:R:3 method="wB97M-V/def2-TZVPD" smiles="C1=CSCS1" e_tot_ha=-913.03721
C -0.16 -1.43 0.06
C -0.55 1.12 -0.06
C 0.77 1.03 -0.02
H -0.06 -2.44 -0.32
H -0.25 -1.37 1.14
H -1.08 2.02 -0.21
H 1.37 2.01 -0.07
S -1.54 -0.39 -0.26
S 1.50 -0.54 -0.26

(4)
20
Properties=species:S:1:pos:R:3 method="wB97M-V/def2-TZVPD" smiles="C=C[C@H](O)OCC.O" e_tot_ha=-423.34647
C -1.31 -0.26 0.41
C -1.83 0.30 -0.90
C -2.11 1.58 -1.12
O -0.84 0.74 1.30
O -0.36 -1.26 0.18
H -0.29 1.35 0.81
H 0.53 -1.59 1.57
H -2.14 -0.74 0.95
H -2.12 -0.47 -1.60
H -1.95 2.34 -0.37
H -2.58 1.90 -2.03
C 1.11 -0.89 -0.64
C 2.11 0.18 -0.28
O 1.37 -1.39 2.06
H 1.12 -0.60 2.56
H 1.55 -1.88 -0.69
H 0.57 -0.64 -1.55
H 2.73 -0.11 0.57
H 2.78 0.30 -1.13
H 1.64 1.15 -0.11

In kJ/mol, the energy relative to the best compared isomer or geometry (same formula, charge and spin) values for the records above are, in order, 178.5; 463.0; 61.1; 281.9.